Computed, not measured: a cluster of 9 separate species, C50H97F2O26P5 in total in a non-equilibrium geometry, with ωB97M-V/def2-TZVPD.

As for the HOMO-LUMO gap: 9.801 eV. The total energy comes out at -158549.76296 eV. As for the HOMO energy: -0.3379 hartree.

Last column: Mulliken charge in e.
Atoms and positions in Å:
F1 -1.1015 5.6858 -0.0385  -0.397
C1 -0.6193 4.9787 -1.1438  0.172
C2 0.7199 4.7302 -1.4491  -0.242
C3 1.0842 4.0058 -2.5579  -0.320
C4 0.1230 3.4961 -3.3753  -0.321
C5 -1.2357 3.7102 -3.2002  -0.321
C6 -1.5767 4.5423 -2.1033  -0.421
H1 1.5225 5.0492 -0.8006  0.178
H2 2.1084 3.8768 -2.8753  0.439
H3 0.4685 3.0208 -4.2815  0.264
H4 -1.9240 3.2797 -3.9125  0.563
H5 -2.5813 4.9180 -1.9764  0.353
F2 -3.8791 -2.7687 -5.1906  -0.422
C7 -4.1255 -1.4566 -4.8490  0.428
C8 -3.8872 -1.0390 -3.4994  -0.981
C9 -4.1375 0.2736 -3.1805  -0.455
C10 -4.7127 1.1856 -4.0811  -0.975
C11 -4.9087 0.7427 -5.4102  -0.505
C12 -4.6159 -0.5636 -5.7855  -0.363
H6 -3.4593 -1.6750 -2.7386  0.778
H7 -3.8940 0.5880 -2.1764  0.866
H8 -4.9967 2.2001 -3.8436  0.577
H9 -5.3834 1.4067 -6.1174  0.438
H10 -4.7508 -0.9615 -6.7805  0.541
C13 4.5322 5.3065 1.5092  -1.174
C14 3.7020 5.8158 2.7247  0.313
C15 2.4493 6.5997 2.2847  -0.430
O1 1.3736 5.8453 2.9107  -0.359
C16 1.8552 4.8175 3.6051  0.714
O2 1.1218 4.0443 4.2497  -0.515
O3 3.1587 4.6537 3.3710  -0.324
H11 5.1388 6.1529 1.1872  0.444
H12 3.9277 5.1652 0.6132  0.135
H13 5.1640 4.4341 1.6760  0.309
H14 4.3058 6.3358 3.4684  0.355
H15 2.2849 6.4958 1.2122  0.225
H16 2.6194 7.6355 2.5785  0.310
C17 -0.8631 0.7819 -0.6943  0.552
C18 0.5998 0.4664 -0.3205  2.137
C19 1.4324 0.0867 -1.5216  0.875
O4 2.5631 0.9409 -1.4223  -0.387
C20 2.4925 1.7568 -0.4358  -0.032
O5 3.4170 2.3986 0.0121  -0.527
O6 1.2712 1.6359 0.1547  0.108
H17 -0.8815 1.7173 -1.2536  -0.673
H18 -1.2844 0.9979 0.2876  -0.254
H19 -1.3234 -0.0796 -1.1779  0.015
H20 0.6655 -0.3705 0.3747  -1.323
H21 0.8467 0.4023 -2.3850  -0.634
H22 1.6557 -0.9795 -1.5603  0.061
C21 -3.3063 -2.0637 1.7914  -1.260
C22 -3.6542 -0.6236 2.1558  0.146
O7 -3.8065 0.1010 0.9306  0.150
P1 -4.3894 1.6260 0.8517  0.898
O8 -4.2131 2.4907 -0.3677  -0.677
O9 -5.9483 1.3644 1.2005  -0.470
C23 -6.8985 2.4172 1.0358  -0.334
C24 -6.7199 3.4176 2.1486  -0.852
O10 -3.8252 2.2886 2.2670  -0.308
C25 -2.8000 3.3063 2.1952  0.452
C26 -1.9522 3.1761 3.4115  -1.179
H23 -3.2806 -2.7087 2.6697  0.494
H24 -4.0403 -2.5266 1.1318  0.467
H25 -2.3132 -2.2015 1.3637  -0.007
H26 -4.6089 -0.6568 2.6807  0.297
H27 -2.8798 -0.2020 2.7966  -0.021
H28 -6.7549 2.8746 0.0569  0.209
H29 -7.8700 1.9242 1.0707  0.345
H30 -6.7310 3.0149 3.1614  0.248
H31 -5.7697 3.9509 2.1198  0.143
H32 -7.5616 4.0844 1.9614  0.419
H33 -2.2151 3.2055 1.2810  -0.248
H34 -3.2499 4.2932 2.0876  0.356
H35 -1.1652 3.9293 3.4502  0.399
H36 -2.4641 3.4420 4.3363  0.418
H37 -1.5627 2.1811 3.6266  -0.101
C27 7.3341 -5.0703 2.3174  -1.222
C28 6.6783 -5.3307 0.9726  0.126
O11 6.6486 -4.2744 0.0478  -0.386
P2 6.7927 -2.7027 0.4937  0.943
O12 8.0315 -2.4202 1.1953  -0.744
O13 6.4520 -1.7631 -0.8134  -0.262
C29 6.9594 -0.4790 -0.9038  -0.265
C30 6.0412 0.5001 -1.6105  -0.848
O14 5.4814 -2.5133 1.4849  -0.363
C31 4.2067 -2.8456 1.0858  -0.718
C32 3.3952 -1.6012 1.1295  0.603
H38 8.4017 -4.8549 2.2722  0.295
H39 6.8036 -4.3315 2.9180  0.281
H40 7.2586 -6.0277 2.8330  0.471
H41 7.3615 -6.0730 0.5599  0.400
H42 5.6395 -5.6584 1.0123  -0.100
H43 7.1998 -0.0902 0.0857  0.330
H44 7.8981 -0.4324 -1.4559  0.335
H45 5.4505 1.1265 -0.9421  -0.013
H46 6.6592 1.2233 -2.1426  0.478
H47 5.4330 -0.1045 -2.2833  0.212
H48 4.2488 -3.3670 0.1295  0.624
H49 3.8376 -3.6991 1.6544  0.298
H50 3.7161 -0.8240 0.4359  -0.146
H51 2.3434 -1.7990 0.9225  -0.469
H52 3.4681 -1.1428 2.1158  0.171
C33 -2.2712 -1.4900 7.6774  -1.078
C34 -1.0678 -2.2314 7.0045  -0.057
O15 -0.1187 -1.3658 6.5083  -0.493
P3 -0.2465 -0.5915 5.1414  0.628
O16 -1.0792 -1.2088 4.0284  0.174
O17 -0.7450 0.8539 5.6968  -0.265
C35 -0.0172 1.6390 6.5931  0.145
C36 -0.8499 1.9623 7.8542  -1.324
O18 1.2521 -0.2952 4.6895  -0.585
C37 1.4813 0.7077 3.6970  2.188
C38 2.8975 1.3656 3.9057  -1.661
H53 -3.1091 -2.1309 7.9518  0.410
H54 -1.9708 -1.0558 8.6310  0.284
H55 -2.6239 -0.6778 7.0417  0.228
H56 -0.6553 -2.8468 7.8040  0.408
H57 -1.4671 -2.8871 6.2307  0.084
H58 0.9137 1.1247 6.8317  0.433
H59 0.2590 2.5992 6.1575  0.042
H60 -1.0205 0.9868 8.3097  0.233
H61 -0.2927 2.5165 8.6095  0.403
H62 -1.7863 2.5158 7.7841  0.287
H63 1.4651 0.1431 2.7647  -0.633
H64 0.6754 1.4414 3.6806  -0.608
H65 2.8738 2.0707 4.7365  0.510
H66 3.6255 0.6168 4.2178  0.451
H67 3.2782 2.0565 3.1535  0.090
C39 -0.3649 -4.5430 3.6073  -1.423
C40 0.2640 -3.7579 2.4100  1.190
O19 -0.3589 -4.3042 1.2572  -0.213
P4 -0.0138 -3.9363 -0.3192  -0.669
O20 0.0183 -2.5094 -0.6637  0.983
O21 -1.1053 -4.8831 -1.0357  -0.420
C41 -2.5119 -4.5775 -0.9584  0.792
C42 -3.0952 -5.3725 -2.1260  -1.550
O22 1.3911 -4.7677 -0.5763  -0.255
C43 1.5836 -6.1297 -0.2168  -0.070
C44 3.0390 -6.4759 -0.1949  -0.952
H68 -0.2137 -4.0522 4.5687  0.222
H69 -1.4398 -4.5883 3.4319  0.309
H70 0.0056 -5.5680 3.6212  0.430
H71 -0.0586 -2.7207 2.5009  -0.379
H72 1.3515 -3.8039 2.3537  -0.146
H73 -2.9721 -4.8452 -0.0072  0.285
H74 -2.6800 -3.5231 -1.1776  -0.367
H75 -2.7563 -6.3931 -1.9484  0.427
H76 -4.1814 -5.4525 -2.0824  0.406
H77 -2.6846 -5.1005 -3.0984  0.296
H78 1.2940 -6.3021 0.8197  0.160
H79 1.0384 -6.7355 -0.9406  0.221
H80 3.5051 -6.2319 -1.1495  0.345
H81 3.5648 -5.7959 0.4754  -0.178
H82 3.2133 -7.5003 0.1342  0.459
C45 -2.3744 4.4092 -6.4761  -1.321
C46 -2.0923 2.9451 -6.8822  -0.285
O23 -1.1633 2.2708 -6.0655  0.204
P5 -0.2952 1.1228 -6.7898  0.562
O24 0.7947 1.6011 -7.7009  -0.863
O25 0.1093 0.2019 -5.5395  -0.463
C47 -0.8252 -0.2091 -4.5431  2.079
C48 -0.4140 -1.7071 -4.2474  -1.438
O26 -1.4111 0.1895 -7.4537  -0.153
C49 -1.0229 -0.8514 -8.3320  -0.323
C50 -2.2652 -1.7141 -8.3915  -0.957
H83 -1.5690 5.0320 -6.8652  0.349
H84 -3.2582 4.6808 -7.0533  0.437
H85 -2.5727 4.5179 -5.4098  0.271
H86 -2.9987 2.3403 -6.8581  0.152
H87 -1.8744 2.9221 -7.9500  0.535
H88 -0.7814 0.5377 -3.7504  -0.748
H89 -1.8405 -0.2379 -4.9387  -0.344
H90 -0.9530 -2.0308 -3.3570  0.014
H91 -0.7180 -2.3797 -5.0494  0.387
H92 0.6681 -1.7856 -4.1428  0.481
H93 -0.7996 -0.4290 -9.3117  0.335
H94 -0.1592 -1.4149 -7.9792  0.323
H95 -3.0992 -1.1847 -8.8522  0.239
H96 -2.0558 -2.5393 -9.0721  0.487
H97 -2.4845 -2.0688 -7.3844  0.028

---

Computed, not measured: a cluster of 9 separate species, C51H100FIN10O15S in total in a non-equilibrium geometry, with ωB97M-V/def2-TZVPD.

As for the HOMO-LUMO gap: 8.745 eV. The total energy comes out at -121768.66039 eV. As for the HOMO energy: -0.3073 hartree.

Last column: Mulliken charge in e.
Atoms and positions in Å:
C1 3.8827 -4.7779 2.0256  -1.227
C2 3.2614 -3.3310 2.3630  0.768
C3 4.3612 -2.3936 3.0584  -1.284
C4 5.2933 -1.6393 1.9459  0.945
O1 4.5303 -0.4902 1.5192  0.017
C5 5.2733 0.3569 0.5761  0.044
O2 6.5046 -0.2945 0.2561  0.440
C6 7.6364 0.5391 0.0362  0.302
C7 7.5579 1.5540 -1.2068  -0.157
C8 8.6549 2.7553 -1.1135  -0.016
C9 8.0353 4.0373 -0.3128  -0.861
O3 9.8502 2.3752 -0.3875  -0.547
O4 8.7561 -0.3656 -0.3014  -0.427
C10 8.4665 -1.7044 0.0718  0.425
O5 8.5229 -2.1557 1.2523  -0.574
C11 8.1192 -2.7321 -1.0906  0.567
C12 6.7234 -3.2862 -1.4450  0.514
C13 6.5056 -4.3147 -2.5935  -0.599
C14 7.6796 -4.8055 -3.4776  -0.464
C15 9.0947 -4.2209 -3.1667  -0.256
C16 9.3185 -3.2193 -1.9803  -0.768
C17 5.3853 1.7695 1.3236  -1.273
I1 6.3083 1.5292 3.3350  0.024
C18 3.9342 2.4309 1.6971  0.599
C19 4.1256 3.6662 2.7531  -1.302
C20 4.3852 0.3766 -0.8044  0.566
F1 4.0542 1.6912 -1.2727  -0.527
C21 2.9639 -0.4084 -0.6644  -1.015
C22 1.8407 0.4116 0.1306  0.080
N1 0.4978 -0.1885 -0.1563  0.407
C23 0.3063 -1.5300 0.4641  -0.350
C24 0.0977 -1.5252 2.0573  -0.842
C25 -0.6126 0.7365 0.1297  0.055
C26 -1.7120 0.9615 -1.0357  -0.531
O6 -0.7328 1.3877 1.2013  -0.606
O7 5.1156 -0.4137 -1.7879  0.095
C27 5.1597 0.1924 -3.0807  -0.419
N2 3.8757 0.2334 -3.8333  -0.477
S1 6.3207 -0.9154 -4.1007  -0.208
H1 3.6099 -5.0424 0.9460  0.257
H2 3.4043 -5.5536 2.7108  0.313
H3 5.0356 -4.7801 2.0853  0.293
H4 2.9367 -2.8448 1.3828  -0.575
H5 2.3563 -3.4488 3.0468  0.455
H6 3.9048 -1.5891 3.7553  0.258
H7 5.1071 -3.0266 3.6789  0.449
H8 5.4682 -2.4392 1.1406  -0.579
H9 6.2560 -1.3822 2.5325  0.209
H10 8.0211 1.1411 0.9263  0.127
H11 7.7524 0.9751 -2.1896  0.107
H12 6.5527 2.0772 -1.3383  -0.085
H13 8.9646 3.1506 -2.1388  0.457
H14 8.2248 3.9309 0.8215  0.210
H15 8.5111 5.0220 -0.6388  0.411
H16 6.8947 4.1100 -0.4795  0.097
H17 10.6629 2.7213 -0.8094  0.322
H18 5.8044 -2.9517 -0.8674  0.033
H19 5.4624 -4.7307 -2.8192  0.268
H20 7.5461 -5.5630 -4.3323  0.374
H21 9.9414 -4.5684 -3.8534  0.178
H22 10.3915 -2.8505 -1.8323  0.276
H23 5.9504 2.5836 0.7618  0.095
H24 3.3335 1.6438 2.2596  0.104
H25 3.4112 2.8913 0.7969  0.123
H26 3.9266 3.3629 3.8321  0.353
H27 3.2916 4.4255 2.4810  0.349
H28 5.1107 4.2308 2.5934  0.349
H29 2.5751 -0.4751 -1.7558  0.515
H30 3.0904 -1.4984 -0.3406  0.016
H31 1.7984 1.5051 -0.2054  0.343
H32 2.0417 0.2725 1.2483  -0.412
H33 1.1208 -2.2931 0.1693  0.283
H34 -0.6711 -1.9561 0.0082  0.379
H35 0.7039 -0.7404 2.6211  0.151
H36 0.3752 -2.5451 2.4901  0.284
H37 -1.0075 -1.3192 2.2953  0.299
H38 -1.1955 1.6548 -1.8056  0.326
H39 -1.9642 -0.0440 -1.5187  0.317
H40 -2.6497 1.4784 -0.5814  -0.050
H41 5.6314 1.2266 -3.1438  0.405
H42 3.9823 0.9967 -4.5324  0.262
H43 3.8318 -0.6240 -4.4129  0.337
H44 7.0177 -0.0234 -4.9315  0.124
C28 -6.9103 1.8633 1.2215  -1.158
C29 -5.4628 2.0287 0.8529  0.715
O8 -4.7851 1.0935 0.4319  -0.624
N3 -4.9022 3.2587 0.9961  -0.108
C30 -5.5225 4.4770 1.4699  -0.985
H45 -7.2114 0.8290 1.0532  0.355
H46 -7.0566 2.0975 2.2779  0.373
H47 -7.5317 2.5098 0.5985  0.205
H48 -3.9277 3.2899 0.7288  0.218
H49 -5.4436 5.2300 0.6827  0.296
H50 -4.9732 4.8211 2.3489  0.304
H51 -6.5690 4.3322 1.7299  0.380
C31 -7.8204 -3.1557 3.4048  -1.247
C32 -7.0201 -1.9283 3.0663  0.911
O9 -7.3329 -0.8136 3.4693  -0.672
N4 -5.9155 -2.0791 2.2861  -0.015
C33 -5.3809 -3.2957 1.7147  -0.925
H52 -8.6674 -2.8740 4.0313  0.280
H53 -8.2042 -3.6170 2.4921  0.373
H54 -7.2029 -3.8666 3.9585  0.274
H55 -5.4311 -1.2098 2.1021  0.108
H56 -4.3612 -3.4279 2.0832  0.273
H57 -5.3555 -3.1813 0.6286  0.294
H58 -5.9762 -4.1689 1.9738  0.365
C34 11.1425 -4.9888 -7.7456  -1.319
C35 11.1109 -5.8559 -6.5166  0.844
O10 10.0605 -6.1917 -5.9841  -0.640
N5 12.2975 -6.2704 -5.9948  -0.167
C36 13.6348 -5.9866 -6.4695  -0.838
H59 10.1220 -4.7417 -8.0395  0.297
H60 11.6764 -4.0595 -7.5358  0.347
H61 11.6199 -5.5230 -8.5700  0.373
H62 12.1939 -6.8480 -5.1718  0.236
H63 14.1264 -6.9353 -6.6957  0.285
H64 14.1824 -5.4833 -5.6697  0.286
H65 13.6320 -5.3587 -7.3580  0.320
C37 -6.2558 3.2373 -4.5492  -1.352
C38 -6.2914 2.3588 -3.3279  0.921
O11 -7.3438 2.0184 -2.8014  -0.640
N6 -5.1077 1.9392 -2.8061  -0.075
C39 -3.7711 2.2262 -3.2718  -0.802
H66 -7.2753 3.4874 -4.8442  0.286
H67 -5.7221 4.1645 -4.3294  0.358
H68 -5.7759 2.7105 -5.3769  0.380
H69 -5.2136 1.3530 -1.9866  0.096
H70 -3.2813 1.2778 -3.5027  0.244
H71 -3.2303 2.7209 -2.4631  0.228
H72 -3.7674 2.8620 -4.1552  0.423
C40 -7.4039 -3.8993 7.5535  -1.318
C41 -6.2633 -4.5118 6.7875  0.802
O12 -6.4454 -5.2191 5.8038  -0.686
N7 -4.9967 -4.2606 7.2159  -0.165
C42 -4.5732 -3.4593 8.3440  -0.809
H73 -8.3474 -4.1908 7.0910  0.285
H74 -7.3992 -4.2583 8.5849  0.425
H75 -7.3297 -2.8099 7.5303  0.356
H76 -4.2866 -4.7057 6.6512  0.230
H77 -3.9290 -2.6592 7.9732  0.276
H78 -3.9977 -4.0961 9.0195  0.282
H79 -5.4148 -3.0275 8.8816  0.317
C43 4.3089 7.0512 1.2237  -0.963
C44 5.7598 7.2093 0.8601  0.668
O13 6.4361 6.2712 0.4548  -0.550
N8 6.3216 8.4416 0.9919  -0.188
C45 5.7011 9.6666 1.4484  -0.880
H80 4.0080 6.0157 1.0655  -0.086
H81 4.1564 7.2984 2.2766  0.381
H82 3.6911 7.6915 0.5901  0.442
H83 7.2970 8.4680 0.7287  0.238
H84 5.7849 10.4101 0.6527  0.284
H85 6.2468 10.0206 2.3257  0.288
H86 4.6531 9.5268 1.7051  0.340
C46 -12.8186 2.3425 0.9984  -1.054
C47 -12.0139 3.5671 0.6564  0.719
O14 -12.3264 4.6833 1.0548  -0.682
N9 -10.9083 3.4100 -0.1203  -0.120
C48 -10.3733 2.1890 -0.6869  -0.103
H87 -13.6663 2.6294 1.6217  0.301
H88 -13.2011 1.8780 0.0868  0.204
H89 -12.2038 1.6331 1.5564  0.338
H90 -10.4226 4.2764 -0.3054  0.209
H91 -9.3553 2.0599 -0.3145  -0.271
H92 -10.3450 2.3030 -1.7723  0.246
H93 -10.9695 1.3160 -0.4279  0.237
C49 -14.6963 -2.5054 -0.7317  -1.306
C50 -14.0294 -1.3755 -1.4679  0.828
O15 -12.8410 -1.1190 -1.3266  -0.637
N10 -14.7885 -0.6259 -2.3137  -0.169
C51 -16.1964 -0.7647 -2.6178  -0.843
H94 -13.9632 -3.0066 -0.0990  0.299
H95 -15.4955 -2.1191 -0.0954  0.350
H96 -15.0949 -3.2331 -1.4420  0.364
H97 -14.2704 0.1120 -2.7702  0.228
H98 -16.2998 -0.9353 -3.6916  0.287
H99 -16.6972 0.1699 -2.3556  0.283
H100 -16.6562 -1.5873 -2.0740  0.320

---

- What is the total energy in the first record?
  -158549.76296 eV